Below is C5H5ClS2 in the gas phase, with properties calculated with the ωB97M-V functional and the def2-TZVPD basis.

Results
**Energy relative to the best compared isomer or geometry (same formula, charge and spin)**: 1.161 eV
**SMILES**: C=C[C@H](Cl)C(=S)C=S
**LUMO**: -0.075 hartree
**E_tot**: -1450.009227 a.u.
**Max |F|**: 2.98 eV/A
**HOMO energy**: -9.146 eV

ORCA input file:
```
! wB97M-V def2-TZVPD RIJCOSX def2/J DEFGRID3
* xyz 0 1
C 2.04805 -0.23517 -0.55206
C 1.21561 0.12250 0.40461
C -0.08809 0.82069 0.11302
Cl 0.10777 2.55654 0.65014
C -1.34961 0.13831 0.56728
S -1.98462 0.40036 2.04933
C -1.89193 -0.95090 -0.30655
S -1.14919 -1.50137 -1.56154
H 1.75546 -0.14817 -1.58874
H 3.01079 -0.65390 -0.29729
H 1.37276 -0.17130 1.44460
H -0.15581 0.89460 -0.97395
H -2.89119 -1.27218 0.05115
*
```